36
Properties=species:S:1:pos:R:3 method="wB97M-V/def2-TZVPD" spin_multiplicity=1 orbital_gap_ev=2.72 total_charge=+3 lumo_ev=-13.87 e_tot_ev=-28790.568 homo_ev=-16.597
La -0.46 0.54 0.88
O 0.55 -3.39 -1.79
C 0.38 -2.43 -1.19
C -1.71 1.82 -0.96
O -2.26 2.28 -1.88
C 1.83 0.98 1.88
O 2.93 1.06 2.27
C 1.08 0.61 -1.15
O 1.77 0.46 -2.08
C -7.94 -1.20 3.46
C -7.08 -2.18 4.22
N -5.63 -2.02 4.04
C -4.90 -1.44 5.19
C -4.83 -2.40 6.37
C -5.11 -2.27 2.80
O -5.82 -2.58 1.84
C -3.59 -2.22 2.66
C -2.77 -3.10 3.39
C -1.39 -3.04 3.21
C -0.83 -2.12 2.32
N -1.66 -1.28 1.59
C -3.03 -1.40 1.71
H -7.71 -0.17 3.74
H -8.99 -1.38 3.69
H -7.81 -1.32 2.39
H -7.24 -2.08 5.29
H -7.34 -3.19 3.91
H -3.91 -1.14 4.85
H -5.46 -0.53 5.48
H -4.34 -3.33 6.07
H -4.24 -1.92 7.16
H -5.83 -2.62 6.75
H -3.23 -3.83 4.07
H -0.73 -3.74 3.76
H 0.26 -2.06 2.11
H -3.62 -0.79 1.02

=====

11
Properties=species:S:1:pos:R:3 method="wB97M-V/def2-TZVPD" spin_multiplicity=1 e_above_lowest_ev=6.143 orbital_gap_ev=9.16 total_charge=0 lumo_ev=0.36 e_tot_ev=-20043.340 homo_ev=-8.803
C 0.55 -0.08 -0.06
C -1.67 0.53 0.74
H 3.37 -1.16 -0.07
H -0.37 -1.93 -0.64
H -2.64 0.97 0.59
H -1.43 0.67 1.85
N 1.81 -0.13 -0.38
N -0.36 -1.11 0.08
O 2.23 -1.43 -0.55
O -1.75 -0.68 0.34
S -0.39 1.52 -0.13